The following is a DFT calculation (ωB97M-V/def2-TZVPD) of one molecule with the formula C22H38N2.

F_max in eV/Å: 0.36
SMILES string: CC(C)=CCC/C(C)=C/CNCCN[C@H]1[C@@H]2C[C@H]3C[C@@H](C2)C[C@@H]1C3
Total charge: 0
Energy above the lowest of the compared OMol25 structures with the same formula, charge and spin in kcal per mole: 2.6
Lowest unoccupied orbital energy in eV: 0.82

```
62
C22H38N2 (ωB97M-V/def2-TZVPD)
C 4.5175 2.5151 -1.7135
C 3.3383 1.9407 -0.9856
C 2.4029 1.1275 -1.8368
C 3.1499 2.1534 0.3114
C 2.0067 1.6506 1.1353
C 2.4207 0.5222 2.1009
C 2.8075 -0.7352 1.3633
C 4.2686 -0.8576 1.0537
C 1.8794 -1.6334 1.0479
C 2.0532 -2.9051 0.2726
N 1.2808 -2.9417 -0.9680
C 0.0071 -3.6215 -0.9379
C -1.1426 -2.9090 -0.2075
N -1.3560 -1.5855 -0.7645
C -2.6581 -1.0054 -0.4671
C -2.8980 0.2188 -1.3584
C -4.2947 0.7788 -1.0954
C -4.4039 1.2035 0.3677
C -3.3601 2.2792 0.6656
C -1.9634 1.7197 0.3992
C -1.8496 1.2897 -1.0616
C -1.7147 0.5070 1.2925
C -2.7602 -0.5657 0.9999
C -4.1584 -0.0088 1.2639
H 5.1219 3.1394 -1.0599
H 5.1439 1.7141 -2.1072
H 4.1806 3.1165 -2.5575
H 1.5383 1.7251 -2.1288
H 2.9064 0.7977 -2.7425
H 2.0499 0.2507 -1.2999
H 3.8772 2.7421 0.8581
H 1.6170 2.4803 1.7324
H 1.2025 1.2915 0.4954
H 1.5773 0.3174 2.7639
H 3.2592 0.8644 2.7108
H 4.4648 -1.5834 0.2705
H 4.6583 0.1083 0.7393
H 4.8100 -1.1647 1.9496
H 0.8546 -1.4306 1.3322
H 3.1031 -3.0510 -0.0004
H 1.7532 -3.7582 0.8899
H 1.1541 -1.9970 -1.3167
H -0.2919 -3.7751 -1.9824
H 0.1579 -4.6063 -0.4862
H -2.0468 -3.5418 -0.2863
H -0.9027 -2.8080 0.8548
H -1.2617 -1.6440 -1.7766
H -3.4632 -1.7462 -0.6595
H -2.8215 -0.0846 -2.4107
H -4.4753 1.6363 -1.7479
H -5.0498 0.0213 -1.3210
H -5.4070 1.6024 0.5585
H -3.5379 3.1537 0.0350
H -3.4411 2.5963 1.7080
H -1.2145 2.4911 0.6120
H -0.8543 0.8843 -1.2493
H -2.0021 2.1480 -1.7206
H -0.7226 0.1037 1.0919
H -1.7642 0.7968 2.3449
H -2.5906 -1.4312 1.6490
H -4.2449 0.2805 2.3139
H -4.9104 -0.7769 1.0657
```



The following is a DFT calculation (ωB97M-V/def2-TZVPD) of a 5-piece molecular cluster, C22H38N2O6S4 overall in a non-equilibrium geometry.

F_max in eV/Å: 3.50
Total charge: 0
Lowest unoccupied orbital energy in eV: 0.05

```
72
C22H38N2O6S4 (ωB97M-V/def2-TZVPD)
C 1.4415 -0.7022 3.4846
C 2.3514 -0.8701 2.6829
C 3.4783 -0.9580 1.5808
C 3.9913 0.5497 1.3592
C 3.6082 0.9709 -0.1345
C 2.9972 2.4141 -0.2758
C 3.8386 3.6720 -0.4221
C 3.1729 5.0039 -0.5858
C 1.6645 5.1494 -0.6233
C 0.8661 3.9088 -0.4744
C 1.5186 2.5638 -0.2990
C 0.3512 1.5258 -0.1681
O 0.5560 0.3845 0.1974
N -0.8745 2.2178 -0.4961
C -1.7702 1.6285 -1.5299
N -1.0098 0.6124 -2.3063
C -0.6816 3.6425 -0.4906
O -1.4789 4.5638 -0.4841
H 0.6139 -0.1851 4.0379
H 3.1025 -1.4520 0.6435
H 4.3592 -1.5695 1.9478
H 5.1245 0.6230 1.4304
H 3.5153 1.2779 2.0799
H 4.5492 0.9556 -0.7821
H 2.8705 0.2617 -0.6316
H 4.9564 3.5207 -0.3952
H 3.8515 5.9090 -0.6763
H 1.1348 6.1268 -0.7576
H -2.2992 2.3862 -2.1736
H -2.5883 1.0625 -0.9688
H -1.3447 -0.3308 -2.0885
H -1.1255 0.7919 -3.3101
C 4.2464 9.7372 -3.2809
S 3.7467 9.1916 -1.6363
O 4.4251 7.8894 -1.3737
C 2.0348 8.8306 -2.0737
H 5.3083 9.9820 -3.2552
H 4.0752 8.9393 -4.0052
H 3.6767 10.6254 -3.5577
H 2.0036 8.0904 -2.8749
H 1.5390 9.7493 -2.3905
H 1.5308 8.4335 -1.1927
C 0.6419 -5.7012 -0.1138
S 1.6213 -4.2219 -0.4402
O 2.8169 -4.2692 0.4551
C 0.4496 -3.0578 0.2845
H 1.2050 -6.5708 -0.4560
H 0.4493 -5.7911 0.9539
H -0.2996 -5.6419 -0.6606
H 0.2684 -3.3121 1.3275
H -0.4856 -3.0867 -0.2761
H 0.8758 -2.0560 0.2244
C -1.6571 -4.0957 4.2073
S -2.0736 -5.3119 2.9426
O -1.5737 -4.7866 1.6367
C -3.8533 -5.0303 2.9921
H -0.5727 -4.0709 4.3191
H -2.0134 -3.1094 3.9057
H -2.1123 -4.3870 5.1550
H -4.0722 -3.9856 2.7683
H -4.2352 -5.2908 3.9806
H -4.3253 -5.6661 2.2443
C -7.1989 -5.0058 -1.7416
S -6.9907 -5.5814 -0.0450
O -6.3410 -4.4802 0.7243
C -5.7175 -6.8031 -0.4207
H -7.9329 -4.2000 -1.7446
H -6.2485 -4.6328 -2.1266
H -7.5601 -5.8271 -2.3623
H -4.8613 -6.3159 -0.8901
H -6.1286 -7.5641 -1.0857
H -5.4023 -7.2708 0.5121
```



The following is a DFT calculation (ωB97M-V/def2-TZVPD) of C22H38N4O as an isolated structure in a non-equilibrium geometry.

F_max in eV/Å: 19.03
Total charge: 0
Energy above the lowest of the compared OMol25 structures with the same formula, charge and spin in kcal per mole: 557.4
Lowest unoccupied orbital energy in eV: 0.62

```
65
C22H38N4O (ωB97M-V/def2-TZVPD)
O 2.7297 2.8387 1.4957
H 2.2756 3.7200 1.0545
C 1.4914 2.0950 1.9156
C 0.6388 1.7904 0.8132
H 0.2713 2.8737 0.3353
H 1.3074 1.2391 0.0473
C -0.2895 0.8320 1.4555
N -1.6672 1.0853 0.3653
C -1.4327 0.4488 -0.9312
C -1.0167 -0.9717 -0.7198
N 0.1595 -1.3304 -0.0344
C -0.0230 -0.6908 1.2119
H 0.9356 -0.5056 1.9316
H -0.8689 -1.3004 1.9023
C 0.6666 -2.4483 -0.0152
C 1.1611 -3.1086 -1.1716
C 2.1031 -2.5129 -2.0303
N 2.0218 -3.4749 -3.1361
N 0.8344 -4.3996 -3.1088
C 0.4740 -4.2471 -1.8259
H -0.3423 -4.7173 -1.6295
H 2.5943 -3.6410 -3.9932
C 2.9822 -1.6308 -2.1444
C 2.4098 -0.3442 -2.4550
C 3.2255 0.9086 -2.9198
C 4.0643 1.1107 -1.3368
C 4.8725 -0.0725 -0.8708
C 3.6027 -1.4119 -0.8690
H 3.0995 -1.0640 0.0041
H 4.1902 -2.2434 -0.3965
H 5.2160 -0.1503 -0.0488
H 5.5420 -0.4545 -1.7821
H 4.8790 1.8235 -1.4706
H 3.5579 1.5432 -0.5564
H 2.9329 1.8993 -2.9117
H 3.9416 0.5258 -3.4846
H 1.7590 -0.2315 -3.6446
H 1.6487 -0.1051 -1.5847
H 3.7802 -1.7990 -2.9152
H -0.0404 -3.3769 0.5038
H 1.5615 -2.5407 0.9531
H -0.6765 -1.6294 -1.6376
H -1.7093 -1.6506 -0.3088
H -2.2411 0.5951 -1.3539
H -0.6325 0.9612 -1.4696
C -3.0774 0.8926 1.1091
C -3.9247 1.9517 0.5776
C -5.3888 1.7562 1.0378
C -5.5653 1.5790 2.3160
C -4.4415 0.4148 2.9500
C -3.1436 0.7931 2.5098
H -2.5000 0.0312 2.9478
H -2.9783 1.8401 2.9130
H -4.5673 0.5801 4.2190
H -4.8685 -0.4131 2.8131
H -6.5291 1.2114 2.8876
H -5.1654 2.6472 2.7672
H -5.9355 2.3321 0.4964
H -5.7746 0.5767 0.4989
H -3.9024 1.7928 -0.3054
H -3.6230 2.9511 0.8145
H -3.3519 -0.2276 0.7899
H -0.7641 1.2215 2.2960
H 1.3289 2.5546 2.7374
H 2.1824 1.2774 2.3921
```



The following is a DFT calculation (ωB97M-V/def2-TZVPD) of a 9-piece molecular cluster, C22H38N6O4S overall in a non-equilibrium geometry.

F_max in eV/Å: 2.03
SMILES string: O=S1(=O)CCCC1.CC(C)=O.CC(C)=O.CC#N.CC#N.CC#N.CC#N.CC#N.CC#N
Total charge: 0
Lowest unoccupied orbital energy in eV: 0.00

```
71
C22H38N6O4S (ωB97M-V/def2-TZVPD)
O 1.5030 -1.1568 2.1038
S 2.5350 -2.1310 2.4389
O 3.5786 -2.4215 1.4709
C 3.0620 -1.7799 4.1174
C 1.9568 -2.3880 4.9430
C 1.7634 -3.8213 4.4189
C 1.7192 -3.7146 2.8874
H 3.2846 -0.7237 4.2846
H 4.0563 -2.2106 4.2790
H 2.1626 -2.3298 6.0122
H 1.0265 -1.8383 4.7896
H 0.8033 -4.1148 4.8526
H 2.4895 -4.5407 4.7884
H 0.7632 -3.8508 2.4007
H 2.5227 -4.3571 2.5207
C 1.1026 2.9690 -3.5821
C 1.3784 3.0005 -2.1154
C 2.7869 3.2337 -1.6419
O 0.5441 2.5873 -1.3316
H 0.0571 2.7006 -3.7227
H 1.7129 2.2458 -4.1316
H 1.3322 3.8969 -4.1132
H 3.3161 2.2905 -1.7898
H 2.8692 3.4448 -0.5780
H 3.2321 4.0561 -2.2028
C -0.5736 2.2163 2.8873
C 0.7665 2.8367 3.0051
C 1.8182 2.5605 1.9626
O 1.0345 3.5694 3.9369
H -0.5504 1.3194 2.2691
H -1.1817 2.9404 2.3302
H -1.0640 2.0464 3.8405
H 1.2783 2.3066 1.0412
H 2.5006 1.7328 2.1345
H 2.3084 3.5110 1.7606
C -1.1214 -0.3608 -0.2722
C -1.0037 -1.4142 -1.2488
N -0.9022 -2.1963 -2.0799
H -2.1397 -0.2636 0.1214
H -0.8519 0.6020 -0.7089
H -0.5806 -0.5516 0.6574
C -1.7816 0.4339 -4.1120
C -0.5703 -0.0845 -4.7596
N 0.3525 -0.4140 -5.3515
H -1.6804 0.9721 -3.1729
H -2.5555 -0.3233 -4.0083
H -2.1668 1.1660 -4.8285
C -3.8789 2.8097 -0.2177
C -4.6708 1.7197 -0.7966
N -5.2907 0.8702 -1.2537
H -3.8393 3.6332 -0.9269
H -2.8810 2.5871 0.1410
H -4.5188 3.0304 0.6439
C 2.6091 -1.4049 -2.2205
C 3.3951 -0.3861 -2.9200
N 3.9304 0.4827 -3.4432
H 1.5666 -1.0711 -2.2716
H 2.8960 -1.4247 -1.1724
H 2.5283 -2.3669 -2.7189
C -4.3416 -0.0912 4.4520
C -3.8718 0.3568 3.1528
N -3.4920 0.7827 2.1628
H -3.9953 0.5469 5.2546
H -4.1960 -1.1635 4.5636
H -5.4306 -0.0111 4.3132
C -1.1980 -3.6756 -5.3508
C -2.2954 -2.8610 -5.8640
N -3.1495 -2.2065 -6.2571
H -1.5922 -4.5826 -4.8885
H -0.5344 -3.1272 -4.6929
H -0.6424 -4.0985 -6.1926
```